Arrangement 1

ORCA calculation (ωB97M-V/def2-TZVPD) on a cluster of 2 separate species, CH3BrO2 in total.

Geometry as ORCA input:
```
! wB97M-V def2-TZVPD RIJCOSX def2/J DEFGRID3
* xyz 0 1
C -1.185 0.219 -0.273
O 1.744 -0.429 -0.045
O 0.703 -1.293 0.113
Br -0.080 1.617 0.127
H -1.213 -0.028 -1.236
H -1.882 -0.146 0.491
H 1.914 0.060 0.823
*
```

Properties
orbital gap (alpha / beta): 8.1 / 10.2 eV

***

Arrangement 2

ORCA calculation (ωB97M-V/def2-TZVPD) on the molecule CH3BrO2.

Geometry as ORCA input:
```
! wB97M-V def2-TZVPD RIJCOSX def2/J DEFGRID3
* xyz 0 1
C 0.801 0.121 -0.040
O -0.161 -0.811 -0.324
O -1.310 -0.903 0.373
Br -2.822 0.553 0.043
H 1.677 -0.299 -0.616
H 1.089 0.291 1.019
H 0.727 1.049 -0.455
*
```

Properties
orbital gap (alpha / beta): 8.3 / 8.3 eV

***

Going by the energies, arrangement 2 is most stable and the next is 0.914 eV up.

***

Arrangement 1

ORCA calculation (ωB97M-V/def2-TZVPD) on a cluster of 11 separate species, BH24O10 in total.

Geometry as ORCA input:
```
! wB97M-V def2-TZVPD RIJCOSX def2/J DEFGRID3
* xyz -1 1
B 14.128 -26.341 -1.885
H 13.577 -27.130 -1.397
H 14.438 -26.723 -2.845
H 13.556 -25.439 -2.039
H 15.034 -26.077 -1.362
O 11.721 -25.554 0.047
H 12.236 -25.794 -0.723
H 11.090 -26.267 0.146
O 16.235 -23.897 -1.998
H 16.425 -23.820 -2.933
H 15.620 -24.629 -1.937
O 17.898 -27.357 -0.270
H 17.858 -26.708 -0.972
H 18.237 -26.875 0.484
O 15.092 -28.151 0.047
H 15.995 -27.968 -0.212
H 14.562 -27.572 -0.501
O 16.370 -28.346 -2.885
H 15.816 -27.597 -2.664
H 15.769 -28.982 -3.274
O 18.554 -25.121 -1.903
H 17.618 -24.922 -1.868
H 18.980 -24.265 -1.933
O 13.397 -24.682 -4.459
H 13.795 -25.345 -3.896
H 12.932 -24.102 -3.855
O 10.625 -28.719 -1.467
H 11.065 -28.261 -2.183
H 10.360 -28.024 -0.865
O 12.804 -23.102 -1.475
H 12.809 -22.731 -0.592
H 13.231 -23.954 -1.380
O 12.081 -27.840 -3.574
H 12.686 -27.392 -2.983
H 12.634 -28.441 -4.074
*
```

Properties
orbital gap: 9.7 eV

***

Arrangement 2

ORCA calculation (ωB97M-V/def2-TZVPD) on a cluster of 11 separate species, BH24O10 in total.

Geometry as ORCA input:
```
! wB97M-V def2-TZVPD RIJCOSX def2/J DEFGRID3
* xyz -1 1
B 0.837 0.809 0.788
H 0.416 0.728 -0.394
H 0.158 0.019 1.493
H 1.991 0.456 0.844
H 0.780 1.934 1.172
O 2.627 -2.147 0.063
H 2.084 -1.481 0.575
H 3.163 -2.643 0.670
O -0.322 -1.103 -2.913
H -0.640 -1.970 -2.705
H 0.562 -1.119 -2.535
O 2.638 -0.420 -2.005
H 2.921 -1.258 -1.634
H 2.271 0.124 -1.308
O -2.097 0.527 -1.664
H -1.739 -0.290 -1.882
H -1.390 1.199 -1.625
O -0.696 -2.969 3.213
H -1.074 -2.470 2.537
H -1.096 -2.703 4.012
O -2.301 1.581 1.103
H -1.472 1.680 1.548
H -2.024 1.158 0.280
O -2.953 -1.039 2.360
H -2.442 -1.067 1.528
H -3.266 -0.133 2.335
O 3.079 2.923 -1.338
H 2.548 2.575 -0.697
H 3.833 2.423 -1.231
O -0.884 3.229 -1.220
H -0.504 2.837 -0.429
H -1.667 3.633 -0.848
O -1.496 -1.688 0.047
H -0.888 -0.950 0.147
H -0.946 -2.397 -0.280
*
```

Properties
orbital gap: 9.8 eV

***

Going by the energies, arrangement 2 is most stable and the next is 1.470 eV up.

***

Arrangement 1

ORCA calculation (ωB97M-V/def2-TZVPD) on the ion C8H12ClN2 with charge +1.

Geometry as ORCA input:
```
! wB97M-V def2-TZVPD RIJCOSX def2/J DEFGRID3
* xyz 1 1
C -1.993 -0.164 0.312
C 0.187 -1.065 -0.166
C -1.103 -1.275 0.048
C -3.175 -0.130 -0.248
C 2.197 0.307 -0.222
C 2.521 1.666 0.307
C 0.147 1.425 -0.178
C -1.414 -2.738 0.102
N 0.780 0.255 -0.109
N 1.304 2.453 -0.067
Cl -4.273 1.122 0.226
H -1.667 0.336 1.225
H 0.804 -1.929 -0.363
H 2.425 0.015 -1.404
H 2.717 -0.434 0.287
H 2.527 1.636 1.398
H 3.351 2.293 -0.140
H -3.389 -0.676 -1.113
H -1.761 -2.913 1.065
H -0.563 -3.467 -0.130
H -2.188 -2.995 -0.607
H 1.061 3.193 0.599
H 1.505 3.084 -0.822
*
```

Properties
orbital gap: 8.4 eV

***

Arrangement 2

ORCA calculation (ωB97M-V/def2-TZVPD) on a structure of composition C8H12ClN2.

Geometry as ORCA input:
```
! wB97M-V def2-TZVPD RIJCOSX def2/J DEFGRID3
* xyz 1 1
C 0.903 -1.388 1.921
C 0.989 -2.143 0.742
C -0.082 -0.499 2.046
C 0.172 -1.957 -0.333
C 0.495 1.196 -2.123
C -1.146 -0.336 1.040
C -0.669 -0.797 -0.356
C -1.662 1.051 1.085
N 0.442 0.700 -0.962
N 1.419 1.916 -2.704
Cl -1.918 -0.771 -1.453
H 1.542 -1.438 2.692
H 1.598 -2.901 0.566
H -0.005 0.037 2.992
H 0.399 -2.638 -1.097
H -0.296 0.934 -2.706
H -1.924 -0.952 1.521
H -0.836 1.883 0.935
H -2.021 1.313 2.174
H -2.396 1.241 0.235
H 1.298 0.913 -0.440
H 1.325 2.630 -3.424
H 2.374 2.007 -2.350
*
```

Properties
orbital gap: 8.5 eV

***

Going by the energies, arrangement 2 is most stable and the next is 1.616 eV up.

***

Arrangement 1

ORCA calculation (ωB97M-V/def2-TZVPD) on a structure of composition C6H14P.

Geometry as ORCA input:
```
! wB97M-V def2-TZVPD RIJCOSX def2/J DEFGRID3
* xyz 1 1
C 1.362 -1.616 1.600
C 0.250 0.022 1.171
C 0.181 1.180 2.068
C -0.564 -1.639 -1.123
C -1.814 0.899 -0.676
C 1.164 0.706 -1.600
P -0.160 0.005 -0.561
H 1.411 -2.503 1.005
H 1.523 -1.514 2.671
H 0.598 2.012 1.578
H 0.905 0.880 2.810
H -0.727 1.331 2.476
H -1.429 -1.974 -0.567
H 0.180 -2.329 -0.874
H -0.696 -1.678 -2.154
H -1.776 1.956 -0.545
H -2.570 0.524 0.115
H -2.170 0.962 -1.723
H 2.040 0.145 -1.695
H 1.446 1.719 -1.329
H 0.846 0.913 -2.648
*
```

Properties
orbital gap (alpha / beta): 8.6 / 9.3 eV

***

Arrangement 2

ORCA calculation (ωB97M-V/def2-TZVPD) on the ion C6H14P with charge +1.

Geometry as ORCA input:
```
! wB97M-V def2-TZVPD RIJCOSX def2/J DEFGRID3
* xyz 1 1
C 0.889 0.372 1.330
C 0.000 0.898 -0.206
C -1.348 1.631 0.106
C 0.743 1.642 -1.332
C 1.372 -1.914 -0.570
C -1.305 -1.795 0.672
P 0.156 -0.787 0.211
H 2.052 0.473 1.335
H 0.337 0.834 2.178
H -1.547 2.214 -0.755
H -1.270 2.282 1.021
H -2.159 0.848 0.264
H 0.957 2.597 -0.867
H -0.136 1.741 -2.077
H 1.598 1.104 -1.752
H 2.120 -1.125 -0.761
H 0.896 -2.413 -1.308
H 1.733 -2.484 0.198
H -2.035 -1.806 -0.074
H -1.821 -1.454 1.598
H -1.232 -2.861 0.791
*
```

Properties
orbital gap: 11.4 eV

***

Going by the energies, arrangement 2 is most stable and the next is 2.927 eV up.

***

Arrangement 1

ORCA calculation (ωB97M-V/def2-TZVPD) on a structure of composition C3H7FS.

Geometry as ORCA input:
```
! wB97M-V def2-TZVPD RIJCOSX def2/J DEFGRID3
* xyz 0 1
C -1.075 -0.394 0.824
C -0.225 -0.134 -0.456
C 1.370 0.205 -0.146
H -1.341 0.441 1.872
H -0.546 -1.224 1.177
H -2.125 -0.777 0.424
H -0.052 -1.141 -0.748
H -0.121 1.974 -1.272
H 2.101 -0.026 -1.140
H 1.389 1.201 0.428
F 1.738 -0.757 0.733
S -1.112 0.633 -1.698
*
```

Properties
orbital gap: 9.2 eV

***

Arrangement 2

ORCA calculation (ωB97M-V/def2-TZVPD) on the molecule C3H7FS.

Geometry as ORCA input:
```
! wB97M-V def2-TZVPD RIJCOSX def2/J DEFGRID3
* xyz 0 1
C 1.094 0.002 -0.061
C -0.295 -0.566 -0.272
C -1.446 0.240 0.355
F -4.094 0.654 -0.341
S -3.087 -0.559 0.186
H 1.260 1.024 -0.510
H 1.217 0.361 0.925
H 1.885 -0.796 -0.415
H -0.166 -1.482 0.286
H -0.404 -0.612 -1.334
H -1.223 0.497 1.377
H -1.502 1.230 -0.063
*
```

Properties
orbital gap: 9.6 eV

***

Going by the energies, arrangement 2 is most stable and the next is 2.476 eV up.